# 1
50
Properties=species:S:1:pos:R:3:nbo_charge:R:1 method="wB97M-V/def2-TZVPD" e_above_lowest_kcal_mol=87.80 e_homo_ha=-0.28399
C 0.81 2.34 1.73 -1.089
Si 0.36 0.49 1.61 1.658
C 1.23 -0.68 0.46 -0.895
C 0.85 -0.58 -0.99 -0.430
C 1.87 -0.48 -2.14 -0.186
N 1.13 -0.11 -3.51 -0.498
C -0.10 -0.91 -3.89 -0.255
C 0.06 -1.28 -5.35 -0.092
O 0.31 -0.20 -6.20 -0.529
C 1.53 0.44 -5.83 -0.081
C 1.45 0.98 -4.41 -0.237
C -1.47 0.46 1.22 -0.461
C -2.26 1.50 1.73 -0.199
C -3.63 1.42 1.66 -0.212
C -4.24 0.32 1.19 -0.203
C -3.44 -0.69 0.71 -0.200
C -2.07 -0.67 0.70 -0.208
C 0.50 -0.15 3.38 -0.386
C -0.64 -0.23 4.16 -0.233
C -0.47 -0.61 5.50 -0.200
C 0.80 -0.81 6.05 -0.225
C 1.90 -0.72 5.26 -0.197
C 1.75 -0.41 3.92 -0.242
H 0.21 2.80 0.99 0.236
H 0.58 2.55 2.75 0.245
H 1.85 2.48 1.45 0.236
H 2.21 -0.29 0.64 0.231
H 1.05 -1.68 0.86 0.246
H 0.13 0.25 -1.12 0.207
H 0.10 -1.40 -1.06 0.207
H 2.37 -1.47 -2.35 0.189
H 2.74 0.21 -1.97 0.205
H -0.94 -0.24 -3.75 0.188
H -0.26 -1.81 -3.22 0.213
H 0.73 -2.16 -5.57 0.167
H -0.87 -1.74 -5.83 0.191
H 1.65 1.29 -6.52 0.190
H 2.27 -0.36 -5.93 0.171
H 0.67 1.73 -4.34 0.175
H 2.40 1.47 -4.06 0.206
H -1.78 2.39 2.12 0.211
H -4.16 2.15 2.14 0.204
H -5.30 0.27 1.07 0.214
H -3.85 -1.54 0.23 0.203
H -1.47 -1.47 0.25 0.208
H -1.64 0.04 3.83 0.226
H -1.37 -0.60 6.18 0.210
H 0.98 -1.15 7.07 0.212
H 2.82 -1.00 5.74 0.209
H 2.65 -0.15 3.40 0.203

# 2
16
Properties=species:S:1:pos:R:3:nbo_charge:R:1 method="wB97M-V/def2-TZVPD" e_above_lowest_kcal_mol=61.06 e_homo_ha=-0.32981
C -1.18 -2.44 2.10 -0.612
C -0.38 -2.11 0.87 -0.353
C -0.56 -1.01 0.20 0.379
N -0.92 -0.05 -0.48 -0.332
N -0.06 1.01 -0.25 -0.373
C 0.57 1.53 -1.22 0.549
C 1.31 2.81 -1.03 -0.664
O 0.59 1.05 -2.48 -0.676
H -1.81 -1.61 2.37 0.220
H -1.81 -3.32 1.95 0.216
H -0.52 -2.68 2.94 0.215
H 0.31 -2.85 0.51 0.234
H 2.37 2.65 -1.15 0.228
H 1.11 3.22 -0.04 0.242
H 0.99 3.53 -1.79 0.231
H 0.01 0.26 -2.52 0.497

# 3
6
Properties=species:S:1:pos:R:3:lowdin_spin:R:1 method="wB97M-V/def2-TZVPD" multiplicity=6 e_homo_ha="-0.61719 / -0.69017" total_charge=+2
O -1.70 2.21 1.50 -0.627
C 0.30 -0.26 0.05 0.607
O 0.57 -0.49 -1.12 0.450
Li 1.85 -1.23 -2.12 0.006
Pm -1.96 0.31 0.79 4.460
H 0.94 -0.54 0.90 0.104

# 4
13
Properties=species:S:1:pos:R:3:nbo_charge:R:1 method="wB97M-V/def2-TZVPD" e_above_lowest_kcal_mol=126.03 e_homo_ha=-0.31200
N 1.07 -0.93 -0.09 -0.864
C -0.20 -0.29 0.11 0.068
C -0.22 1.02 0.80 -0.332
N -1.13 1.98 -0.14 0.328
O -1.33 3.16 0.15 -0.471
N -1.57 1.43 -1.15 -0.062
N -1.10 0.23 -1.35 -0.449
H 1.15 -1.85 0.38 0.382
H 1.55 -0.89 -0.97 0.395
H -0.78 -1.01 0.64 0.180
H -0.74 1.00 1.74 0.229
H 0.74 1.40 0.78 0.233
H -1.77 -0.53 -1.35 0.364

# 5
20
Properties=species:S:1:pos:R:3:nbo_charge:R:1 method="wB97M-V/def2-TZVPD" e_above_lowest_kcal_mol=84.41 e_homo_ha=-0.28372
C -2.14 -0.64 -0.37 -0.670
C -0.66 -1.01 -0.34 0.526
O -0.60 -2.42 -0.19 -0.739
O -0.02 -0.68 -1.55 -0.750
C 0.30 -0.34 0.93 -0.421
C 0.07 1.11 0.81 -0.254
N 1.64 1.54 0.81 -0.498
N 2.23 1.61 -0.50 -0.703
H -2.68 -1.27 -1.10 0.221
H -2.60 -0.81 0.61 0.226
H -2.29 0.39 -0.67 0.218
H 0.33 -2.65 -0.06 0.470
H -0.56 -1.06 -2.26 0.476
H -0.10 -0.75 1.87 0.216
H 1.28 -0.79 0.76 0.225
H -0.40 1.56 -0.06 0.201
H -0.38 1.53 1.71 0.205
H 1.77 2.41 1.32 0.342
H 1.66 1.12 -1.21 0.363
H 3.15 1.16 -0.52 0.346

# 6
19
Properties=species:S:1:pos:R:3:nbo_charge:R:1 method="wB97M-V/def2-TZVPD" e_above_lowest_kcal_mol=42.94 e_homo_ha=-0.49001 total_charge=+1
C -1.70 2.32 0.42 -0.366
C -1.07 -2.61 -0.26 -0.613
C -0.71 2.93 -0.11 -0.406
C 0.11 -2.04 0.54 -0.735
P 3.80 -0.03 -0.07 0.093
P 2.78 1.59 -0.99 0.113
P 2.07 0.82 1.12 0.132
P 2.31 -0.46 -1.66 0.093
P 0.67 -0.47 -0.16 0.600
H -2.08 1.39 0.12 0.177
H -0.23 0.47 -0.63 0.054
H -1.78 2.37 1.48 0.193
H -0.64 -3.03 -1.11 0.221
H -1.61 -3.36 0.22 0.248
H -1.87 -1.97 -0.50 0.230
H -0.22 3.73 0.51 0.216
H -0.60 2.94 -1.18 0.201
H 1.03 -2.58 0.75 0.273
H -0.26 -1.99 1.53 0.276

# 7
54
Properties=species:S:1:pos:R:3:nbo_charge:R:1 method="wB97M-V/def2-TZVPD" e_homo_ha=-0.34476
O 0.08 4.15 -2.49 -0.343
N 0.83 3.34 -1.95 0.500
O 1.75 2.76 -2.54 -0.354
C 0.65 3.06 -0.58 -0.047
C 1.78 2.87 0.23 -0.121
C 1.66 2.63 1.60 -0.339
S 3.16 2.41 2.60 2.031
O 4.12 1.58 1.86 -0.889
O 2.79 1.77 3.88 -0.900
C 3.81 4.11 2.86 0.337
F 2.87 4.93 3.42 -0.315
F 4.20 4.68 1.68 -0.314
C 0.41 2.56 2.19 -0.129
C -0.73 2.71 1.40 -0.307
C -0.63 2.95 0.02 0.430
O -1.74 3.02 -0.80 -0.471
C -2.98 2.82 -0.27 0.293
C -3.58 1.56 -0.35 -0.321
C -4.86 1.35 0.17 0.430
F -5.44 0.13 0.09 -0.306
C -5.55 2.41 0.76 -0.313
C -4.96 3.68 0.83 -0.056
Br -5.91 5.14 1.62 0.093
C -3.69 3.88 0.31 -0.287
H 2.78 2.92 -0.22 0.276
H 4.67 4.04 3.53 0.180
H 0.31 2.36 3.26 0.259
H -1.69 2.62 1.90 0.250
H -3.05 0.74 -0.82 0.242
H -6.55 2.25 1.16 0.248
H -3.23 4.87 0.34 0.245
C -0.04 -6.39 0.79 -0.416
N 0.48 -5.11 0.30 -0.603
C -0.05 -4.43 -0.73 0.650
O -1.07 -4.79 -1.31 -0.621
C 0.67 -3.13 -1.15 -0.131
C -0.21 -1.91 -0.84 -0.515
S 0.74 -0.40 -1.15 -0.015
N 1.01 -3.13 -2.58 -0.606
C 1.95 -3.83 -3.19 0.679
C 2.87 -4.73 -2.40 -0.718
O 2.09 -3.75 -4.40 -0.617
H -0.30 -7.03 -0.06 0.224
H -0.93 -6.22 1.39 0.205
H 0.72 -6.89 1.39 0.208
H 1.30 -4.74 0.74 0.396
H 1.58 -3.04 -0.56 0.198
H -0.52 -1.94 0.20 0.227
H -1.10 -1.94 -1.47 0.231
H -0.21 0.49 -0.82 0.108
H 0.45 -2.54 -3.18 0.417
H 3.37 -4.16 -1.62 0.217
H 2.30 -5.55 -1.97 0.226
H 3.63 -5.14 -3.07 0.251

# 8
24
Properties=species:S:1:pos:R:3:lowdin_spin:R:1 method="wB97M-V/def2-TZVPD" e_above_lowest_kcal_mol=0.00 multiplicity=3 e_homo_ha="-0.61413 / -0.61057" total_charge=+2
Pd 0.81 -1.46 -0.34 0.911
C -0.26 -3.16 -0.09 0.050
O -0.82 -4.15 0.09 0.006
C 2.85 -1.60 -0.73 0.085
O 3.97 -1.89 -0.90 0.008
C 1.22 -0.72 1.43 0.084
O 1.43 -0.44 2.52 -0.003
C 0.77 -0.38 -2.03 0.074
O 0.79 -0.01 -3.09 0.006
C 1.64 2.57 0.20 0.288
H 1.18 3.18 -0.58 0.010
H 1.26 2.59 1.23 0.009
C 2.84 1.96 -0.09 0.270
H 3.32 1.42 0.70 0.007
H 3.15 1.80 -1.11 0.007
N -4.11 -0.73 0.90 -0.001
N -2.94 -0.05 0.65 -0.001
N -2.85 0.97 -0.29 0.011
C -1.57 0.88 -0.62 0.010
N -0.96 -0.21 -0.08 0.167
N -1.81 -0.80 0.72 0.004
H -3.94 -1.34 1.69 0.000
H -4.89 -0.09 1.02 0.000
H -1.06 1.66 -1.20 0.000

# 9
16
Properties=species:S:1:pos:R:3:nbo_charge:R:1 method="wB97M-V/def2-TZVPD" e_above_lowest_kcal_mol=2.09 e_homo_ha=-0.43152
C -1.40 1.20 -0.86 -0.607
C -0.39 1.47 -1.97 -0.603
H -1.07 1.70 0.06 0.198
H -2.33 1.71 -1.12 0.205
H -1.48 0.14 -0.62 0.205
H -0.31 2.54 -2.15 0.201
H 0.60 1.08 -1.78 0.201
H -0.74 1.03 -2.90 0.199
C 1.24 -0.67 1.62 -0.607
C 0.55 -1.99 1.22 -0.607
H 1.47 -0.71 2.68 0.202
H 2.18 -0.54 1.08 0.202
H 0.61 0.19 1.41 0.203
H 0.98 -2.81 1.79 0.202
H -0.51 -1.95 1.43 0.202
H 0.69 -2.23 0.16 0.201

# 10
114
Properties=species:S:1:pos:R:3:mulliken_charge:R:1 method="wB97M-V/def2-TZVPD" e_above_lowest_kcal_mol=64.47 e_homo_ha=-0.20518
Y -26.04 3.13 -4.93 1.950
C -32.16 3.93 -9.26 -0.829
N -31.09 4.74 -9.88 0.226
C -30.25 4.38 -10.89 -0.869
C -29.32 5.32 -11.08 -0.100
N -29.54 6.28 -10.04 0.351
C -30.70 5.95 -9.34 0.021
S -31.71 6.86 -8.39 -0.399
C -28.65 7.27 -9.61 0.542
C -27.79 7.85 -10.45 -1.111
C -26.64 8.37 -9.91 -0.446
C -26.51 8.37 -8.50 -0.197
C -27.62 8.05 -7.73 -0.334
N -28.71 7.47 -8.26 -0.071
H -31.68 3.49 -8.36 0.181
H -32.34 3.08 -9.92 0.330
H -33.01 4.61 -9.09 0.323
H -30.33 3.44 -11.38 0.453
H -28.57 5.57 -11.86 0.375
H -27.91 7.79 -11.50 0.545
H -25.73 8.66 -10.50 0.329
H -25.54 8.67 -8.09 0.409
H -27.61 8.26 -6.62 0.159
Cl -26.92 9.08 -0.90 -0.241
C -26.81 7.45 -1.44 0.567
C -26.73 6.47 -0.41 0.425
Cl -27.23 6.72 1.22 -0.253
C -26.35 5.15 -0.69 -0.249
Cl -26.34 3.89 0.43 -0.227
C -26.23 4.82 -2.10 -1.154
O -25.88 3.65 -2.51 0.843
C -26.43 5.80 -3.15 0.429
O -26.18 5.41 -4.33 -0.634
C -26.71 7.17 -2.75 -0.044
Cl -26.68 8.46 -3.94 -0.254
C -20.37 5.28 -5.63 -1.360
N -21.65 4.74 -5.08 0.676
C -22.75 4.27 -5.72 -0.647
N -23.70 4.03 -4.81 0.312
C -23.10 4.41 -3.60 -1.585
N -21.89 4.95 -3.72 -0.845
C -19.26 4.24 -5.59 0.982
C -18.31 4.33 -6.66 -0.914
C -17.44 3.27 -6.89 -0.486
C -17.34 2.22 -5.94 -0.728
C -18.24 2.23 -4.87 0.611
C -19.22 3.19 -4.66 -0.425
C -18.29 1.08 -3.95 0.388
N -17.37 0.24 -3.68 -0.543
N -17.90 -0.83 -2.96 -0.451
C -19.16 -0.55 -2.76 0.567
O -19.51 0.64 -3.40 -0.213
C -20.12 -1.34 -2.01 0.186
C -19.84 -2.62 -1.53 -0.818
C -20.91 -3.40 -1.09 -0.570
C -22.24 -2.88 -1.02 -0.911
C -22.47 -1.52 -1.40 0.969
C -23.88 -0.98 -1.23 -0.764
N -24.35 -0.28 -2.48 0.880
C -24.85 0.91 -2.69 -0.596
N -24.88 1.20 -4.03 0.346
C -24.56 -0.03 -4.54 -0.726
N -24.14 -0.93 -3.68 -0.802
C -21.39 -0.78 -1.89 -0.338
H -20.12 6.19 -5.10 0.330
H -20.57 5.67 -6.66 0.413
H -22.83 3.98 -6.73 0.771
H -23.67 4.39 -2.74 1.357
H -18.33 5.20 -7.36 0.364
H -16.70 3.33 -7.69 0.361
H -16.61 1.37 -6.19 0.343
H -19.92 3.10 -3.85 0.603
H -18.84 -3.03 -1.69 0.471
H -20.66 -4.49 -0.94 0.290
H -23.10 -3.50 -0.86 0.307
H -23.98 -0.23 -0.46 0.252
H -24.51 -1.88 -1.06 0.358
H -25.17 1.63 -1.89 0.340
H -24.66 -0.32 -5.59 0.494
H -21.55 0.24 -2.27 0.594
C -27.58 1.94 -9.08 -1.500
C -26.64 2.93 -8.33 1.844
C -25.67 3.55 -9.26 -1.594
O -25.89 2.31 -7.25 -0.206
C -27.48 4.05 -7.68 -0.226
O -28.35 4.54 -8.40 -0.235
O -27.19 4.26 -6.48 -0.850
H -26.96 1.16 -9.53 0.515
H -28.05 2.57 -9.90 0.144
H -28.28 1.46 -8.36 0.217
H -24.68 2.97 -9.27 0.338
H -25.37 4.57 -8.99 0.312
H -25.91 3.56 -10.34 0.312
H -25.28 1.60 -7.56 0.181
C -29.48 -1.93 -0.05 -1.337
C -29.83 -1.03 -1.19 0.853
C -29.80 0.35 -0.98 -0.918
C -29.81 1.21 -2.08 -0.402
C -29.81 0.72 -3.37 0.624
C -29.91 -0.67 -3.62 -0.731
C -29.89 -1.53 -2.53 -0.585
S -29.28 1.71 -4.75 0.412
C -30.36 3.25 -4.58 -0.776
O -27.86 2.17 -4.25 -0.575
H -30.23 -2.75 0.15 0.328
H -29.26 -1.38 0.87 0.379
H -28.43 -2.33 -0.21 0.240
H -29.67 0.70 0.03 0.324
H -29.79 2.26 -1.82 0.330
H -29.75 -1.02 -4.64 0.401
H -29.86 -2.62 -2.63 0.386
H -29.72 3.98 -4.07 0.198
H -31.24 3.09 -4.04 0.494
H -30.57 3.60 -5.58 0.214

# 11
51
Properties=species:S:1:pos:R:3:nbo_charge:R:1 method="wB97M-V/def2-TZVPD" e_above_lowest_kcal_mol=0.00 e_homo_ha=-0.61608 total_charge=+3
C -4.12 -3.91 -2.60 -0.645
C -2.94 -4.24 -1.74 -0.059
O -3.22 -3.88 -0.32 -0.453
C -2.49 -2.95 0.22 0.467
C -2.59 -1.64 -0.13 -0.377
C -1.73 -0.72 0.48 0.442
C -0.75 -1.16 1.50 -0.151
C -0.66 -2.48 1.89 -0.100
C 0.33 -2.92 2.94 -0.580
C 1.74 -2.97 2.34 0.406
O 1.99 -2.47 1.29 -0.553
I 3.17 -3.94 3.52 0.246
C -1.51 -3.39 1.26 0.454
O -1.50 -4.63 1.55 -0.491
N -0.08 -5.54 1.06 0.621
O -0.19 -5.88 0.04 0.047
S 0.24 0.03 2.19 0.632
C 0.45 1.16 0.88 -0.230
C 1.66 1.84 0.75 0.144
C 2.77 1.59 1.75 -0.510
C 4.03 2.44 1.61 0.060
F 4.97 1.69 0.93 -0.344
C 1.76 2.69 -0.33 -0.206
C 0.73 2.87 -1.26 -0.136
C 1.00 3.75 -2.43 -0.174
Br 1.03 2.82 -4.05 0.201
C 1.33 5.05 -2.40 -0.164
C 1.41 5.94 -1.18 -0.677
Br 1.79 5.99 -3.94 0.233
C -0.47 2.19 -1.09 -0.041
Br -1.91 2.41 -2.27 0.170
C -0.60 1.32 -0.02 0.068
N -1.78 0.58 0.18 -0.458
H -4.50 -2.90 -2.45 0.213
H -3.89 -4.05 -3.65 0.257
H -4.94 -4.58 -2.36 0.250
H -2.02 -3.77 -2.06 0.183
H -2.76 -5.31 -1.76 0.222
H -3.33 -1.33 -0.86 0.270
H 0.04 -3.87 3.37 0.288
H 0.37 -2.17 3.73 0.276
H 3.09 0.56 1.58 0.274
H 2.36 1.67 2.75 0.239
H 4.43 2.65 2.59 0.205
H 3.88 3.37 1.07 0.160
H 2.68 3.21 -0.50 0.250
H 2.20 6.66 -1.36 0.315
H 0.50 6.55 -1.05 0.125
H 1.58 5.38 -0.26 0.239
H -2.46 0.77 -0.56 0.438
In -1.09 5.53 -0.82 0.951

# 12
48
Properties=species:S:1:pos:R:3:nbo_charge:R:1 method="wB97M-V/def2-TZVPD" e_homo_ha="-0.50082 / -0.50060" total_charge=+2
C -0.38 -0.77 2.80 0.007
N -0.63 -0.97 1.50 -0.269
N -1.64 -1.89 1.40 -0.270
C -2.07 -2.23 2.64 0.114
C -1.29 -1.52 3.56 0.021
B -2.04 -2.48 0.02 0.532
N -2.50 -1.31 -0.90 -0.352
N -1.68 -0.26 -1.21 -0.475
C -2.31 0.54 -2.09 0.016
C -3.57 -0.02 -2.36 -0.301
C -3.65 -1.18 -1.60 0.036
Hg 0.29 0.37 -0.33 1.541
N -0.70 -3.00 -0.59 -0.276
N 0.37 -2.15 -0.76 -0.212
C 1.38 -2.86 -1.25 -0.021
C 0.97 -4.20 -1.41 0.012
C -0.35 -4.25 -0.98 0.127
H 2.34 -2.42 -1.47 0.276
H -1.06 -5.05 -0.91 0.277
H 1.56 -5.02 -1.78 0.277
H -2.86 -3.34 0.11 0.019
H -4.44 -1.91 -1.49 0.254
H -2.88 -2.93 2.77 0.275
H -4.32 0.38 -3.01 0.270
H -1.37 -1.56 4.63 0.276
H -1.84 1.43 -2.49 0.249
H 0.43 -0.13 3.13 0.306
H 1.04 2.15 -2.44 0.194
C 0.80 3.02 -1.82 -0.863
H 0.14 3.70 -2.38 0.246
H 0.34 2.71 -0.88 0.190
H 1.73 3.56 -1.57 0.254
O 5.18 0.00 2.25 -0.900
S 4.11 0.67 2.95 2.287
O 3.91 0.40 4.35 -0.905
N 2.67 0.61 2.11 -0.882
C 2.29 1.79 1.61 0.610
O 1.22 2.01 0.95 -0.779
C 3.23 2.89 1.93 -0.108
C 3.14 4.24 1.56 -0.189
C 4.13 5.11 2.03 -0.192
C 5.17 4.63 2.85 -0.161
C 5.26 3.27 3.18 -0.165
C 4.27 2.43 2.70 -0.305
H 2.31 4.56 0.93 0.229
H 4.09 6.17 1.77 0.239
H 5.93 5.32 3.23 0.241
H 6.05 2.84 3.80 0.249